Molecular formula: C5H8O
Method: DFT, ωB97M-V with the def2-TZVPD basis set

For the HOMO energy, the calculation gives -0.3041 Eh. As for the spin multiplicity: 1. For the energy relative to the best compared isomer or geometry (same formula, charge and spin), the calculation gives 4.680 eV.

Last column: Löwdin charge in e.
Geometry (Å):
C 2.321 0.157 0.406  -0.0664
C 0.976 -0.005 -0.196  -0.2926
C 0.265 -0.621 -1.109  -0.0217
C -0.968 0.021 -0.704  -0.2605
C -2.064 -0.753 -0.033  -0.0627
O -0.164 0.864 0.586  -0.0526
H 3.012 -0.483 -0.151  0.0871
H 2.339 -0.146 1.459  0.0804
H 2.687 1.189 0.339  0.0768
H -1.332 0.849 -1.322  0.1287
H -1.641 -1.453 0.692  0.0911
H -2.786 -0.096 0.460  0.0820
H -2.585 -1.333 -0.803  0.0912
H -0.062 1.810 0.376  0.1193


Molecular formula: C25H72BINO12PS11
Method: DFT, ωB97M-V with the def2-TZVPD basis set

For the HOMO energy, the calculation gives -0.2946 Eh. As for the spin multiplicity: 1.

Last column: Löwdin charge in e.
Geometry (Å):
C 8.673 2.112 -2.346  -0.1549
C 7.331 2.836 -2.533  -0.7340
I 6.247 1.957 -4.184  0.9628
C 6.483 2.864 -1.251  -0.2158
B 4.954 3.136 -1.510  -0.4726
C 3.805 2.132 -1.214  -0.1531
C 4.036 0.713 -1.677  -0.3007
N 3.237 0.004 -2.363  0.1078
P 4.478 4.937 -2.115  0.2000
O 5.015 5.910 -0.940  -0.2282
O 5.441 5.380 -3.342  -0.2934
S 2.612 5.238 -2.462  0.3182
H 8.666 1.111 -2.786  0.0488
H 8.902 2.018 -1.276  0.0802
H 9.477 2.672 -2.834  0.0772
H 7.532 3.861 -2.858  0.0540
H 6.884 3.697 -0.645  0.1135
H 6.645 1.954 -0.656  0.1086
H 3.761 2.086 -0.104  0.1369
H 2.822 2.484 -1.548  0.0785
H 4.983 0.245 -1.384  0.1038
H 2.378 0.512 -2.595  0.0610
H 5.982 5.899 -0.847  0.0294
H 4.939 5.300 -4.168  0.0607
C 6.925 7.816 -4.500  -0.2601
S 7.801 6.406 -5.181  0.7996
O 9.070 6.302 -4.408  -0.5537
C 8.164 7.160 -6.770  -0.2624
H 6.665 7.573 -3.473  0.0264
H 7.575 8.690 -4.531  0.0617
H 6.012 7.988 -5.071  0.0627
H 8.720 8.085 -6.617  0.0580
H 7.227 7.351 -7.293  0.0566
H 8.765 6.452 -7.337  0.0511
C 9.376 8.776 0.517  -0.2633
S 8.392 7.751 -0.579  0.8083
O 7.828 6.643 0.246  -0.5546
C 9.748 7.060 -1.518  -0.2646
H 8.695 9.261 1.213  0.0505
H 10.078 8.145 1.061  0.0592
H 9.902 9.528 -0.070  0.0559
H 10.446 6.557 -0.848  0.0642
H 10.243 7.847 -2.085  0.0628
H 9.309 6.353 -2.218  0.0130
C 1.400 -2.782 -3.134  -0.2838
S -0.021 -2.113 -3.996  0.7946
O -0.299 -0.786 -3.377  -0.5655
C -1.228 -3.254 -3.325  -0.2828
H 2.248 -2.141 -3.368  0.0171
H 1.212 -2.756 -2.061  0.0597
H 1.591 -3.802 -3.470  0.0510
H -1.208 -3.187 -2.237  0.0556
H -0.996 -4.268 -3.653  0.0604
H -2.208 -2.972 -3.705  0.0162
C -4.932 -2.916 0.836  -0.2692
S -4.304 -4.549 0.459  0.8120
O -2.899 -4.591 0.959  -0.5596
C -4.198 -4.326 -1.317  -0.2840
H -5.013 -2.826 1.917  0.0128
H -4.235 -2.167 0.460  0.0637
H -5.915 -2.794 0.379  0.0538
H -3.561 -3.469 -1.532  0.0423
H -5.194 -4.173 -1.732  0.0416
H -3.762 -5.225 -1.745  0.0551
C -2.471 -0.504 4.343  -0.2587
S -4.202 -0.723 4.757  0.8051
O -4.825 -1.419 3.593  -0.5619
C -4.676 1.002 4.636  -0.2526
H -2.014 -1.491 4.320  0.0516
H -2.396 -0.035 3.363  0.0627
H -1.993 0.109 5.107  0.0555
H -4.432 1.365 3.637  0.0636
H -4.141 1.571 5.397  0.0598
H -5.749 1.076 4.813  0.0152
C -6.268 -2.174 -4.753  -0.2634
S -5.604 -3.810 -5.080  0.8136
O -4.252 -3.843 -4.461  -0.5594
C -5.368 -3.581 -6.844  -0.2685
H -6.433 -2.098 -3.680  0.0463
H -5.546 -1.423 -5.071  0.0623
H -7.215 -2.055 -5.280  0.0539
H -4.710 -2.728 -7.010  0.0602
H -6.336 -3.425 -7.320  0.0535
H -4.908 -4.488 -7.230  0.0502
C 3.150 5.209 1.629  -0.2702
S 2.868 4.154 3.053  0.7919
O 1.580 3.448 2.824  -0.5539
C 2.533 5.484 4.213  -0.2753
H 3.329 4.569 0.769  0.0125
H 2.269 5.823 1.443  0.0685
H 4.026 5.834 1.806  0.0576
H 1.689 6.070 3.849  0.0571
H 3.422 6.106 4.319  0.0515
H 2.285 5.027 5.169  0.0468
C -3.572 -8.747 4.002  -0.2889
S -2.123 -7.826 4.518  0.7966
O -2.325 -7.486 5.956  -0.5685
C -2.481 -6.352 3.567  -0.2812
H -3.559 -9.699 4.529  0.0475
H -4.470 -8.187 4.259  0.0387
H -3.541 -8.919 2.927  0.0512
H -3.455 -5.959 3.858  0.0612
H -2.471 -6.582 2.503  0.0389
H -1.707 -5.619 3.782  0.0523
C -8.396 -10.038 1.717  -0.2735
S -7.612 -8.802 2.758  0.8024
O -6.255 -8.573 2.200  -0.5542
C -7.408 -9.863 4.194  -0.2711
H -8.563 -9.582 0.743  0.0484
H -7.733 -10.897 1.617  0.0578
H -9.350 -10.331 2.155  0.0517
H -6.817 -10.735 3.915  0.0593
H -8.388 -10.160 4.568  0.0520
H -6.885 -9.286 4.955  0.0472
C -10.201 -0.058 5.840  -0.2736
S -8.472 0.103 6.297  0.8091
O -7.955 1.309 5.590  -0.5584
C -7.879 -1.311 5.371  -0.2633
H -10.736 0.778 6.286  0.0479
H -10.289 -0.020 4.755  0.0578
H -10.591 -0.997 6.231  0.0521
H -8.137 -1.193 4.319  0.0677
H -8.306 -2.227 5.780  0.0588
H -6.797 -1.322 5.474  0.0075


Molecular formula: C2H4NP
Method: DFT, ωB97M-V with the def2-TZVPD basis set

For the HOMO energy (spin up / spin down), the calculation gives -0.2957 / -0.3099 Eh. As for the spin multiplicity: 1. For the energy relative to the best compared isomer or geometry (same formula, charge and spin), the calculation gives 4.781 eV.

Last column: Löwdin charge in e.
Geometry (Å):
C 1.624 -0.445 0.635  -0.0790
C 0.600 -0.634 -0.116  -0.0232
N -0.854 1.142 -0.392  -0.4730
P -2.207 0.589 -0.794  0.5202
H 2.308 -1.368 0.934  0.1176
H 1.848 0.459 1.119  0.0391
H 0.065 -1.375 -0.718  0.0362
H -3.385 1.632 -0.668  -0.1379


Molecular formula: C23H47InN3O8
Method: DFT, ωB97M-V with the def2-TZVPD basis set

For the HOMO energy, the calculation gives -0.1985 Eh. As for the spin multiplicity: 1. Its net charge is -1.

Last column: Löwdin charge in e.
Geometry (Å):
C 2.906 -0.426 -2.720  -0.0438
C 1.957 -0.827 -3.864  -0.4129
O 2.001 0.196 -4.875  -0.0577
C 2.296 -2.204 -4.429  -0.3272
O 2.602 -3.150 -3.431  -0.3374
In 0.917 -3.621 -2.295  0.8527
N 1.165 -5.511 -1.343  -0.1844
O 0.615 -2.110 -0.883  -0.3830
C -0.911 -3.884 -3.604  -0.1391
C -1.476 -2.574 -3.972  -0.4794
O -1.058 -1.842 -4.865  0.0438
C -2.701 -2.111 -3.193  -0.1746
C -2.648 -1.121 -2.252  -0.0152
C -3.813 -0.747 -1.634  -0.0862
C -5.010 -1.323 -1.936  -0.1074
C -5.047 -2.335 -2.863  -0.0994
C -3.891 -2.722 -3.486  -0.0527
H 3.548 0.417 -2.987  0.0682
H 3.563 -1.241 -2.409  0.0652
H 2.348 -0.118 -1.835  0.0717
H 0.945 -0.766 -3.464  0.1163
H 2.847 0.094 -5.323  0.0717
H 1.479 -2.596 -5.047  0.0977
H 3.175 -2.071 -5.090  0.1157
H 0.315 -5.739 -0.842  -0.0782
H 1.951 -5.462 -0.706  -0.0745
H -0.036 -2.432 -0.253  -0.0605
H -1.643 -4.427 -3.005  0.0460
H -0.671 -4.425 -4.521  0.0625
H -1.694 -0.666 -2.021  0.1209
H -3.766 0.052 -0.897  0.0845
H -5.928 -1.001 -1.463  0.0977
H -5.981 -2.814 -3.132  0.0985
H -3.901 -3.516 -4.222  0.1211
C 6.252 0.436 -1.238  -0.1252
O 5.346 0.050 -0.224  -0.1970
C 5.554 -1.278 0.244  -0.2093
C 6.047 -1.267 1.676  -0.2107
N 7.413 -0.756 1.763  -0.0530
C 7.865 -0.493 3.125  -0.2075
C 7.151 0.604 3.912  -0.2330
O 7.356 1.909 3.401  -0.1836
C 6.462 2.302 2.372  -0.0972
H 5.933 1.404 -1.623  0.0872
H 7.271 0.541 -0.847  0.0745
H 6.248 -0.283 -2.062  0.0880
H 6.234 -1.833 -0.408  0.1251
H 4.583 -1.780 0.214  0.1279
H 6.021 -2.286 2.073  0.1224
H 5.348 -0.653 2.259  0.1060
H 7.473 0.104 1.235  0.0666
H 8.921 -0.218 3.061  0.1149
H 7.816 -1.426 3.697  0.1152
H 7.581 0.611 4.918  0.1167
H 6.082 0.401 4.040  0.1099
H 5.478 1.840 2.482  0.0905
H 6.870 2.070 1.385  0.0718
H 6.345 3.385 2.431  0.0852
C -8.011 4.852 2.689  -0.1190
O -6.750 4.773 3.324  -0.1954
C -6.697 3.821 4.382  -0.2197
C -5.790 2.662 4.021  -0.2179
N -6.383 1.835 2.977  -0.0527
C -5.471 0.839 2.413  -0.1943
C -4.251 1.342 1.646  -0.2241
O -4.563 2.003 0.432  -0.1894
C -4.844 3.384 0.557  -0.0958
H -7.977 5.689 1.993  0.0874
H -8.233 3.942 2.123  0.0795
H -8.809 5.034 3.415  0.0855
H -7.695 3.469 4.657  0.1202
H -6.274 4.334 5.250  0.1192
H -5.622 2.048 4.911  0.1224
H -4.826 3.082 3.707  0.1067
H -6.702 2.434 2.227  0.0671
H -6.060 0.225 1.727  0.1178
H -5.135 0.177 3.217  0.1184
H -3.668 0.462 1.362  0.1151
H -3.587 1.958 2.263  0.1130
H -4.286 3.847 1.376  0.0891
H -5.916 3.558 0.691  0.0708
H -4.552 3.866 -0.377  0.0899


How do the records compare in max |F|? In the order shown, they have 0.460, 0.844, 3.368, 1.946 eV/Å.
How do the records compare in energy? In the order shown, they have -7357.5751, -190400.6320, -12911.7480, -50635.9719 eV.